{"formula": "ClH2O2PS", "method": "ωB97M-V with the def2-TZVPD basis set", "homo_energy_ev": -10.47, "homo_lumo_gap_ev": 9.71, "fmax_ev_per_a": 4.92, "relative_energy_kj_mol": 170.9, "lumo_ev": -0.75, "smiles": "O=P(=S)Cl.O", "elements": ["O", "O", "P", "S", "Cl", "H", "H"], "xyz": [[-1.730, -1.670, -4.159], [0.573, -0.105, -0.174], [-1.543, -0.229, -4.066], [-2.683, 1.246, -3.590], [0.279, 0.187, -4.641], [0.863, -0.498, 0.637], [-0.175, -0.415, -0.550]], "mulliken_charge": [-0.4812, -0.6077, 0.7947, -0.2345, -0.0791, 0.3174, 0.2904]}